Entry 1:
The following is a quantum chemistry calculation of C4H5NO as an isolated structure, from the OMol25 dataset.

CARTESIAN COORDINATES (ANGSTROEM)
C1 -1.51 0.15 -0.03
C2 -0.19 -0.20 -0.72
C3 0.98 0.16 0.16
O1 0.75 0.62 1.28
C4 2.33 -0.07 0.57
N1 3.40 -0.35 0.94
H1 -1.60 -0.39 0.91
H2 -2.33 -0.15 -0.67
H3 -1.62 1.21 0.18
H4 -0.12 0.30 -1.68
H5 -0.09 -1.27 -0.93

HOMO: -10.11 eV
Energy above the lowest of the compared OMol25 structures with the same formula, charge and spin: 2.400 eV
LUMO level: -0.00961 Eh
Spin multiplicity: 1
Maximum force: 4.84 eV/Å
Kohn-Sham gap: 9.85 eV
Calculated total energy: -7764.1262 eV
M: 83.09 Da

Atomic partial charges in e from the Mulliken method, atoms 1 to 4: -1.0747, -0.3303, 0.5429, -0.4108

=====

Entry 2:
The following is a quantum chemistry calculation of a 11-piece molecular cluster, C18H40BBr14N3O8 overall, from the OMol25 dataset.

CARTESIAN COORDINATES (ANGSTROEM)
N1 4.07 5.18 0.55
H1 3.60 4.95 1.42
H2 4.66 4.41 0.24
H3 4.59 6.02 0.83
H4 3.38 5.46 -0.15
N2 -5.80 -3.37 4.88
H5 -5.86 -3.54 3.87
H6 -5.75 -2.36 4.98
H7 -4.91 -3.79 5.18
H8 -6.67 -3.61 5.36
N3 -4.21 1.92 4.14
H9 -4.17 1.24 3.36
H10 -4.42 1.35 4.96
H11 -4.96 2.58 3.93
H12 -3.36 2.45 4.25
O1 -1.30 0.70 -1.32
C1 -1.88 0.40 -0.33
O2 -2.09 -0.78 0.21
B1 -2.80 -0.67 1.47
O3 -3.06 0.78 1.66
C2 -2.41 1.42 0.68
O4 -2.25 2.60 0.58
O5 -4.07 -1.45 1.27
C3 -4.10 -2.45 2.12
O6 -4.97 -3.27 2.29
C4 -2.89 -2.26 3.08
O7 -2.19 -1.24 2.68
O8 -2.66 -2.92 4.05
Br1 0.94 5.57 -5.40
C5 1.83 6.91 -4.29
C6 2.57 6.07 -3.29
Br2 3.57 7.20 -2.06
H13 1.08 7.60 -3.89
H14 2.49 7.53 -4.90
H15 3.17 5.33 -3.82
H16 1.86 5.45 -2.74
Br3 1.85 -4.81 -0.08
C7 2.51 -3.24 0.91
C8 2.17 -1.93 0.17
Br4 2.88 -0.34 1.16
H17 3.59 -3.32 0.98
H18 2.04 -3.20 1.89
H19 1.09 -1.84 0.06
H20 2.68 -2.01 -0.79
Br5 -2.40 -5.81 4.42
C9 -2.09 -6.14 2.52
C10 -1.51 -7.55 2.47
Br6 -1.03 -8.01 0.61
H21 -1.37 -5.38 2.21
H22 -3.04 -6.07 2.00
H23 -2.20 -8.27 2.89
H24 -0.62 -7.77 3.05
Br7 1.54 -1.16 5.16
C11 0.85 -3.02 4.94
C12 1.97 -3.99 5.06
Br8 1.26 -5.83 5.17
H25 0.45 -3.00 3.92
H26 -0.10 -3.22 5.43
H27 2.45 -3.91 6.04
H28 2.66 -4.02 4.23
Br9 4.83 -1.55 -2.31
C13 4.51 0.42 -2.23
C14 5.65 1.01 -1.35
Br10 5.82 2.93 -1.53
H29 3.52 0.65 -1.84
H30 4.55 0.77 -3.26
H31 6.61 0.60 -1.63
H32 5.45 0.69 -0.33
Br11 -1.74 1.57 -5.73
C15 -2.50 2.21 -4.09
C16 -3.97 2.58 -4.15
Br12 -4.31 4.13 -5.40
H33 -1.96 3.11 -3.80
H34 -2.41 1.46 -3.31
H35 -4.38 2.86 -3.18
H36 -4.56 1.73 -4.50
Br13 3.84 2.97 -4.97
C17 2.38 1.90 -5.73
C18 2.14 2.44 -7.13
Br14 0.85 1.23 -8.02
H37 1.49 1.96 -5.12
H38 2.77 0.89 -5.78
H39 3.04 2.43 -7.75
H40 1.77 3.46 -7.16

HOMO: -12.62 eV
Energy above the lowest of the compared OMol25 structures with the same formula, charge and spin: 0.456 eV
LUMO level: -0.22144 Eh
Spin multiplicity: 1
Total charge: +2
Maximum force: 2.02 eV/Å
Kohn-Sham gap: 6.59 eV
Calculated total energy: -1021427.6443 eV
M: 1556.00 Da

Atomic partial charges in e from the Mulliken method, atoms 1 to 4: -0.2930, 0.3961, 0.1350, 0.4225

=====

Entry 3:
The following is a quantum chemistry calculation of C11H32KN4O5 as an isolated structure, from the OMol25 dataset.

CARTESIAN COORDINATES (ANGSTROEM)
K1 10.57 9.72 8.25
C1 8.61 9.01 10.79
O1 9.47 9.88 10.84
N1 7.38 9.39 10.76
N2 8.76 7.75 10.66
H1 6.67 8.67 10.75
H2 7.24 10.39 10.87
H3 8.01 7.09 10.75
H4 9.72 7.45 10.75
C2 11.17 11.45 5.24
C3 11.59 10.06 4.77
O2 12.74 9.68 5.36
O3 10.07 11.37 6.05
H5 11.04 11.95 4.28
H6 11.90 11.99 5.84
H7 11.63 10.12 3.69
H8 10.82 9.35 5.06
H9 13.32 10.43 5.20
H10 9.33 10.97 5.57
C4 6.91 9.41 7.37
C5 7.53 7.96 7.07
C6 6.64 7.22 5.94
O4 7.26 5.87 5.75
C7 6.52 4.91 5.07
N3 8.92 8.16 6.51
H11 7.54 9.99 8.05
H12 5.97 9.24 7.91
H13 6.76 10.00 6.47
H14 7.54 7.33 7.95
H15 6.71 7.89 5.09
H16 5.60 7.09 6.24
H17 6.32 5.34 4.09
H18 5.63 4.70 5.66
H19 7.05 4.00 4.79
H20 9.31 7.38 6.00
H21 8.67 8.78 5.75
C8 14.81 7.72 10.29
C9 13.79 8.81 9.78
C10 14.15 9.60 8.54
O5 15.43 10.26 8.72
C11 15.72 10.81 7.44
N4 12.42 8.19 9.98
H22 15.27 7.13 9.49
H23 14.40 7.06 11.06
H24 15.67 8.23 10.72
H25 13.77 9.46 10.65
H26 13.36 10.32 8.34
H27 14.25 8.85 7.75
H28 16.80 10.97 7.41
H29 15.19 11.75 7.41
H30 15.51 10.14 6.60
H31 12.43 7.37 9.40
H32 12.15 7.84 10.89

HOMO: -12.26 eV
LUMO level: -0.08691 Eh
Spin multiplicity: 1
Total charge: +1
Maximum force: 5.77 eV/Å
Kohn-Sham gap: 9.90 eV
Calculated total energy: -44442.2774 eV
M: 339.50 Da

Atomic partial charges in e from the Mulliken method, atoms 1 to 4: 0.8635, 0.6031, -0.7554, -0.3969

=====

Entry 4:
The following is a quantum chemistry calculation of C26H22Cl8F2O4 as an isolated structure, from the OMol25 dataset.

CARTESIAN COORDINATES (ANGSTROEM)
F1 -3.55 5.28 1.53
C1 -4.18 5.71 0.52
C2 -3.46 6.12 -0.63
C3 -4.15 6.68 -1.72
C4 -5.50 6.95 -1.72
C5 -6.11 6.63 -0.49
C6 -5.54 5.90 0.53
H1 -2.39 6.05 -0.73
H2 -3.59 6.95 -2.60
H3 -5.91 7.53 -2.53
H4 -7.16 6.85 -0.36
H5 -6.20 5.62 1.34
F2 -4.04 -0.58 4.47
C7 -2.86 -1.04 3.95
C8 -1.77 -0.16 4.05
C9 -0.60 -0.52 3.36
C10 -0.53 -1.66 2.70
C11 -1.66 -2.54 2.58
C12 -2.83 -2.24 3.29
H6 -1.91 0.75 4.61
H7 0.25 0.15 3.31
H8 0.38 -1.84 2.15
H9 -1.75 -3.42 1.96
H10 -3.65 -2.93 3.39
C13 -0.82 -1.55 -3.42
C14 -1.34 -2.84 -3.72
C15 -0.80 -3.57 -4.79
C16 0.34 -3.12 -5.42
C17 0.93 -1.95 -4.99
C18 0.39 -1.10 -4.01
O1 0.89 0.12 -3.67
O2 -1.50 -4.71 -5.17
H11 -1.22 -0.92 -2.64
H12 -2.16 -3.28 -3.17
H13 0.67 -3.76 -6.23
H14 1.77 -1.57 -5.56
H15 1.72 0.26 -4.14
H16 -1.14 -5.19 -5.92
C19 7.67 -1.56 1.25
C20 6.44 -2.29 1.20
C21 6.08 -2.84 -0.02
C22 6.80 -2.64 -1.23
C23 7.95 -1.89 -1.20
C24 8.36 -1.40 0.06
O3 9.59 -0.75 0.17
O4 5.08 -3.79 0.06
H17 7.83 -1.07 2.20
H18 5.75 -2.45 2.02
H19 6.42 -3.02 -2.17
H20 8.55 -1.66 -2.07
H21 9.76 -0.27 0.98
H22 4.98 -4.23 -0.79
C25 4.74 6.43 4.79
Cl1 4.65 4.66 4.67
Cl2 4.69 6.85 3.03
Cl3 3.22 7.06 5.45
Cl4 6.15 7.10 5.66
C26 -8.80 -5.87 1.21
Cl5 -8.21 -7.39 1.86
Cl6 -7.54 -5.49 0.02
Cl7 -10.28 -6.02 0.37
Cl8 -8.90 -4.53 2.36

HOMO: -8.07 eV
Energy above the lowest of the compared OMol25 structures with the same formula, charge and spin: 0.000 eV
LUMO level: 0.00112 Eh
Spin multiplicity: 1
Maximum force: 4.87 eV/Å
Kohn-Sham gap: 8.10 eV
Calculated total energy: -141119.5550 eV
M: 720.08 Da

Atomic partial charges in e from the Mulliken method, atoms 1 to 4: -0.2798, 0.4671, -0.4917, -0.1043

=====

Copy entry 1 word for word.
The following is a quantum chemistry calculation of C4H5NO as an isolated structure, from the OMol25 dataset.

CARTESIAN COORDINATES (ANGSTROEM)
C1 -1.51 0.15 -0.03
C2 -0.19 -0.20 -0.72
C3 0.98 0.16 0.16
O1 0.75 0.62 1.28
C4 2.33 -0.07 0.57
N1 3.40 -0.35 0.94
H1 -1.60 -0.39 0.91
H2 -2.33 -0.15 -0.67
H3 -1.62 1.21 0.18
H4 -0.12 0.30 -1.68
H5 -0.09 -1.27 -0.93

HOMO: -10.11 eV
Energy above the lowest of the compared OMol25 structures with the same formula, charge and spin: 2.400 eV
LUMO level: -0.00961 Eh
Spin multiplicity: 1
Maximum force: 4.84 eV/Å
Kohn-Sham gap: 9.85 eV
Calculated total energy: -7764.1262 eV
M: 83.09 Da

Atomic partial charges in e from the Mulliken method, atoms 1 to 4: -1.0747, -0.3303, 0.5429, -0.4108

=====

Repeat the fourth record exactly.
The following is a quantum chemistry calculation of C26H22Cl8F2O4 as an isolated structure, from the OMol25 dataset.

CARTESIAN COORDINATES (ANGSTROEM)
F1 -3.55 5.28 1.53
C1 -4.18 5.71 0.52
C2 -3.46 6.12 -0.63
C3 -4.15 6.68 -1.72
C4 -5.50 6.95 -1.72
C5 -6.11 6.63 -0.49
C6 -5.54 5.90 0.53
H1 -2.39 6.05 -0.73
H2 -3.59 6.95 -2.60
H3 -5.91 7.53 -2.53
H4 -7.16 6.85 -0.36
H5 -6.20 5.62 1.34
F2 -4.04 -0.58 4.47
C7 -2.86 -1.04 3.95
C8 -1.77 -0.16 4.05
C9 -0.60 -0.52 3.36
C10 -0.53 -1.66 2.70
C11 -1.66 -2.54 2.58
C12 -2.83 -2.24 3.29
H6 -1.91 0.75 4.61
H7 0.25 0.15 3.31
H8 0.38 -1.84 2.15
H9 -1.75 -3.42 1.96
H10 -3.65 -2.93 3.39
C13 -0.82 -1.55 -3.42
C14 -1.34 -2.84 -3.72
C15 -0.80 -3.57 -4.79
C16 0.34 -3.12 -5.42
C17 0.93 -1.95 -4.99
C18 0.39 -1.10 -4.01
O1 0.89 0.12 -3.67
O2 -1.50 -4.71 -5.17
H11 -1.22 -0.92 -2.64
H12 -2.16 -3.28 -3.17
H13 0.67 -3.76 -6.23
H14 1.77 -1.57 -5.56
H15 1.72 0.26 -4.14
H16 -1.14 -5.19 -5.92
C19 7.67 -1.56 1.25
C20 6.44 -2.29 1.20
C21 6.08 -2.84 -0.02
C22 6.80 -2.64 -1.23
C23 7.95 -1.89 -1.20
C24 8.36 -1.40 0.06
O3 9.59 -0.75 0.17
O4 5.08 -3.79 0.06
H17 7.83 -1.07 2.20
H18 5.75 -2.45 2.02
H19 6.42 -3.02 -2.17
H20 8.55 -1.66 -2.07
H21 9.76 -0.27 0.98
H22 4.98 -4.23 -0.79
C25 4.74 6.43 4.79
Cl1 4.65 4.66 4.67
Cl2 4.69 6.85 3.03
Cl3 3.22 7.06 5.45
Cl4 6.15 7.10 5.66
C26 -8.80 -5.87 1.21
Cl5 -8.21 -7.39 1.86
Cl6 -7.54 -5.49 0.02
Cl7 -10.28 -6.02 0.37
Cl8 -8.90 -4.53 2.36

HOMO: -8.07 eV
Energy above the lowest of the compared OMol25 structures with the same formula, charge and spin: 0.000 eV
LUMO level: 0.00112 Eh
Spin multiplicity: 1
Maximum force: 4.87 eV/Å
Kohn-Sham gap: 8.10 eV
Calculated total energy: -141119.5550 eV
M: 720.08 Da

Atomic partial charges in e from the Mulliken method, atoms 1 to 4: -0.2798, 0.4671, -0.4917, -0.1043

=====

Question: Look up the calculated total energy of the second one.
Answer: -1021427.6443 eV

=====

Question: Which formula does entry 1 have?
Answer: C4H5NO